This record from the Open Molecules 2025 dataset describes a 2-piece molecular cluster, C9H19FN2O8P overall at a distorted geometry. The level of theory is ωB97M-V/def2-TZVPD.

Atoms and positions in Å:
1 O -1.99238 -1.71022 0.49699
2 C -2.84836 -1.25210 -0.14494
3 F -3.31430 -1.93360 -1.19944
4 N -3.36785 0.02326 0.15976
5 C -4.82001 0.16637 -0.26120
6 O -5.00674 0.35308 -1.44160
7 N -5.72355 0.13665 0.72511
8 C -6.54343 -1.03265 0.71800
9 O -7.11737 -1.41608 -0.54965
10 O -7.96387 -0.34749 -0.90119
11 H -2.87220 0.66010 -0.47367
12 H -7.40610 -0.81168 1.38756
13 H -6.05542 -1.93088 1.15777
14 H -8.37525 -0.65931 -1.71744
15 O 2.02640 1.38318 -1.27626
16 P 2.77791 0.25684 -0.63017
17 O 3.20427 0.94545 0.81623
18 C 2.28401 1.75601 1.54136
19 C 1.39723 0.94119 2.46581
20 O 4.19917 0.36669 -1.44584
21 C 4.30370 1.13892 -2.63699
22 C 4.72933 2.56174 -2.32912
23 O 3.28755 -1.24496 -0.16724
24 C 2.87074 -1.88804 1.02854
25 C 1.45031 -2.41018 0.94451
26 H 1.66854 2.36101 0.87421
27 H 2.88196 2.45032 2.13673
28 H 0.80676 0.21637 1.90210
29 H 0.70988 1.59262 3.00795
30 H 1.99363 0.39428 3.19821
31 H 3.37107 1.11433 -3.20062
32 H 5.06196 0.66165 -3.26287
33 H 4.10870 3.01194 -1.55437
34 H 4.67549 3.18242 -3.22561
35 H 5.75639 2.57893 -1.95775
36 H 3.01857 -1.24003 1.89192
37 H 3.55145 -2.73081 1.17271
38 H 0.76043 -1.63768 0.59845
39 H 1.12005 -2.77246 1.91854
40 H 1.39131 -3.23519 0.23348

Values from the calculation:
- LUMO level: 1.712 eV
- HOMO energy: -3.350 eV
- Total charge: -1
- E_tot: -1506.93687 Ha
- 2S+1: 1
- Gap between HOMO and LUMO: 0.186 Ha



This record from the Open Molecules 2025 dataset describes a 2-piece molecular cluster, C2H2N2O2 overall at a distorted geometry. The level of theory is ωB97M-V/def2-TZVPD.

Atoms and positions in Å:
1 C 0.48347 -1.28391 0.18907
2 C 0.42127 0.12983 0.20813
3 N 0.63514 -2.39129 0.23492
4 N -0.89073 0.79688 0.00892
5 O -1.09360 1.81339 0.60138
6 O -1.69073 0.10045 -0.57296
7 H 1.02980 0.74398 0.76123
8 H 1.10539 0.09067 -1.43071

Values from the calculation:
- LUMO level: -1.923 eV
- Energy above the lowest of the compared OMol25 structures with the same formula, charge and spin: 160.21 kcal/mol
- HOMO energy: -11.512 eV
- E_tot: -337.16912 Ha
- 2S+1: 1
- Gap between HOMO and LUMO: 0.352 Ha



This record from the Open Molecules 2025 dataset describes a 4-piece molecular cluster, C3H13O5 overall at a distorted geometry. The level of theory is ωB97M-V/def2-TZVPD.

Atoms and positions in Å:
1 C -0.14988 0.67134 -1.03446
2 C -0.64050 -0.20308 -2.18416
3 O -0.26820 -1.48830 -1.91113
4 C -0.71480 0.15887 0.49608
5 O 0.20930 -0.71781 0.90153
6 H -0.54161 1.62793 -1.37396
7 H 0.98443 0.83770 -0.94168
8 H -1.80513 -0.25834 -2.28540
9 H -0.08631 0.09615 -3.13960
10 H 0.06604 -1.73252 -0.98991
11 H -0.85870 0.91524 1.20707
12 H -1.48084 -0.43862 0.09546
13 H 1.85657 -1.79936 0.22824
14 H 1.20607 -2.98099 0.65787
15 O 1.95991 -2.74217 0.15243
16 H -3.37880 4.98944 0.20692
17 H -2.16491 4.08238 0.26431
18 O -2.42471 5.09875 0.10718
19 H 1.22006 -0.81009 2.28702
20 H 2.49016 -1.78336 2.73735
21 O 1.96420 -0.96402 2.92268

Values from the calculation:
- LUMO level: 2.988 eV
- Energy above the lowest of the compared OMol25 structures with the same formula, charge and spin: 47.77 kcal/mol
- HOMO energy: -3.634 eV
- Total charge: -1
- E_tot: -498.26152 Ha
- 2S+1: 1
- Gap between HOMO and LUMO: 0.243 Ha



This record from the Open Molecules 2025 dataset describes C3H7N3O2 as an isolated structure at a distorted geometry. The level of theory is ωB97M-V/def2-TZVPD.

Atoms and positions in Å:
1 C -1.84606 -1.23510 0.20047
2 C 0.13209 -0.21667 -0.04681
3 C 1.70969 -0.35942 0.11094
4 H -2.21222 -0.14504 0.89998
5 H -2.19544 -1.12960 -1.04688
6 H -2.10508 -2.43189 0.79042
7 H -1.49156 1.05101 0.23987
8 H 0.91664 2.78426 0.17586
9 H -0.14602 2.29230 -1.18957
10 H 3.17412 -1.34199 -0.43135
11 N -0.40876 -1.26970 0.08286
12 N -0.40102 1.16244 0.32240
13 N 0.30354 2.09600 -0.44100
14 O 2.17711 -1.35392 -0.68359
15 O 2.39298 0.09732 1.01639

Values from the calculation:
- LUMO level: 0.573 eV
- Energy above the lowest of the compared OMol25 structures with the same formula, charge and spin: 157.62 kcal/mol
- HOMO energy: -9.069 eV
- E_tot: -433.07158 Ha
- 2S+1: 1
- Gap between HOMO and LUMO: 0.354 Ha



This record from the Open Molecules 2025 dataset describes a 2-piece molecular cluster, C4H14NO3 overall at a distorted geometry. The level of theory is ωB97M-V/def2-TZVPD.

Atoms and positions in Å:
1 C -0.18724 2.46748 0.52606
2 O -1.10985 2.82696 -0.62659
3 C 0.23326 0.91853 0.27618
4 C -0.31324 0.07327 1.39415
5 C 0.01403 -1.45889 1.22801
6 O -0.69056 -1.91628 0.10739
7 N -0.35247 0.62788 -1.09539
8 H -0.62549 2.81585 1.50512
9 H 0.57654 3.21128 0.34129
10 H -2.12604 2.86348 -0.38981
11 H 1.39456 0.72849 0.34031
12 H -1.36005 0.11970 1.43229
13 H 0.04934 0.38337 2.33396
14 H 0.07619 -2.01858 2.17587
15 H 1.06052 -1.45319 1.01760
16 H -1.79174 -1.93188 0.51050
17 H -0.37200 -0.37521 -1.12987
18 H -1.41881 1.00049 -1.24981
19 H 0.17392 1.12370 -1.82860
20 H 2.64244 -3.28174 -2.13805
21 H 2.64134 -3.45598 -0.67221
22 O 2.18363 -2.92659 -1.37170

Values from the calculation:
- LUMO level: -3.290 eV
- Energy above the lowest of the compared OMol25 structures with the same formula, charge and spin: 71.57 kcal/mol
- HOMO energy: -14.325 eV
- Total charge: +1
- E_tot: -440.94435 Ha
- 2S+1: 1
- Gap between HOMO and LUMO: 0.406 Ha



This record from the Open Molecules 2025 dataset describes a 2-piece molecular cluster, C3H9N3O overall at a distorted geometry. The level of theory is ωB97M-V/def2-TZVPD.

Atoms and positions in Å:
1 C -1.13399 0.20423 0.57290
2 C -2.01234 0.72028 -0.63444
3 C 1.69240 1.18088 0.47688
4 N 0.52484 -2.01302 -0.44818
5 N 1.57077 -0.24793 0.42555
6 N 1.03721 -0.80627 -0.69908
7 O -1.54198 -0.81739 1.14029
8 H -2.70374 1.43851 -0.19291
9 H -1.33666 1.18408 -1.45996
10 H -2.50696 -0.17271 -1.10876
11 H 0.58509 1.52489 0.68788
12 H 2.32654 1.44372 1.24180
13 H 2.11862 1.65918 -0.35931
14 H -0.12286 -2.09966 0.37285
15 H 0.12529 -2.40124 -1.28949
16 H 1.37776 -0.79754 1.27397

Values from the calculation:
- LUMO level (alpha / beta): -0.523 / 0.785 eV
- Energy above the lowest of the compared OMol25 structures with the same formula, charge and spin: 141.33 kcal/mol
- HOMO energy (alpha / beta): -6.414 / -8.566 eV
- E_tot: -359.01921 Ha
- 2S+1: 1
- Gap between HOMO and LUMO (alpha / beta): 0.216 / 0.344 Ha